This record from the OMol25 dataset describes one molecule with the formula C5H7NS. The level of theory is wB97M-V/def2-TZVPD.

The geometry in XYZ format:
```
14
Properties=species:S:1:pos:R:3:forces:R:3:lowdin_charge:R:1
C 0.22205 -1.43878 -0.30903 -0.8973 0.8319 -1.1551 -0.06
C 1.00227 -0.10586 -0.37308 -1.6577 -0.2181 1.2957 -0.22
C 0.81729 0.82682 0.87096 3.0042 0.4701 -0.5187 -0.06
C 0.20750 1.18258 -0.44270 1.0708 1.7238 -0.3311 -0.32
N -1.14250 0.96189 -0.39644 -2.1815 0.2180 0.0533 0.06
C -2.01624 0.32002 0.09961 1.2850 1.9809 -1.8115 -0.85
S -3.34181 -0.39081 0.41697 -1.8953 -1.1842 1.0142 0.74
H 0.25335 -1.96506 -1.31015 -0.2108 0.4847 1.2000 0.10
H -0.84319 -1.31238 0.05917 1.4685 -0.3290 -0.9031 0.04
H 0.63780 -2.04423 0.45220 0.8337 -0.8684 0.5560 0.06
H 1.88421 -0.17900 -0.96802 0.8205 0.3345 0.2139 0.11
H 1.71589 1.41068 1.25196 -1.3100 -0.8175 -0.6243 0.12
H 0.09776 0.55689 1.61860 0.0130 -0.3646 0.2803 0.10
H 0.50560 2.17724 -0.97005 -0.3433 -2.2620 0.7304 0.18
```
Positions in Å, forces in eV/Å.

For the largest force on an atom, the calculation gives 3.08 eV Å⁻¹. The SMILES is C[C@@H]1C[C@@H]1N=C=S. For the orbital gap, the calculation gives 9.7 eV. For the molar mass, the calculation gives 113.18 Da.

---

This record from the OMol25 dataset describes C45H61BMoN6O2P as an isolated structure. The level of theory is wB97M-V/def2-TZVPD.

The geometry in XYZ format:
```
117
Properties=species:S:1:pos:R:3:forces:R:3:lowdin_charge:R:1
Mo 0.46812 0.00522 0.43856 -0.3086 -1.6548 0.0127 1.77
C -1.17128 -5.27394 -0.09357 0.1128 0.0243 -0.0586 0.01
C -1.47850 -3.81758 0.00453 -0.1171 -0.2008 -0.0221 -0.23
C -2.70309 -3.20098 0.01291 -0.1563 0.0063 0.0624 0.04
C -2.47574 -1.82631 0.07816 0.1199 -0.0975 -0.0801 -0.18
N -1.12690 -1.61493 0.17559 -0.4447 0.2486 -0.0554 0.02
N -0.55206 -2.85418 0.08481 0.2463 -0.0480 0.0680 0.01
B 0.94513 -3.03193 -0.01252 -0.0093 0.1672 0.1277 -0.51
N 1.48177 -2.09689 -1.15398 -0.3416 -0.1953 -0.2493 0.05
N 0.91683 -0.87279 -1.41652 0.2327 0.3646 0.1450 -0.06
C 1.35432 -0.44774 -2.62196 0.2610 -0.2705 -0.0841 -0.21
C 2.17840 -1.43443 -3.14984 0.1000 0.0951 0.0159 0.08
C 2.24172 -2.45078 -2.20204 0.1813 0.0892 -0.0752 -0.22
C 3.00365 -3.72813 -2.27388 -0.1124 -0.0967 0.0037 0.02
C 0.87070 0.80811 -3.28663 -0.1674 0.0646 -0.0475 -0.53
C 2.02274 1.56231 -3.95790 0.0302 -0.0195 0.0568 -0.01
C 0.17279 1.70579 -2.26943 0.1819 -0.1348 -0.1262 -0.06
C -0.15616 0.37847 -4.35668 0.0616 0.0098 -0.0411 -0.01
N 1.55854 -2.59439 1.32771 -0.2485 -0.1430 0.0567 0.04
N 1.32797 -1.35132 1.87775 0.0405 0.5614 -0.1926 -0.02
C 2.06239 -1.29130 3.02902 0.1877 -0.2629 -0.0078 -0.19
C 2.67743 -2.52208 3.21314 0.0945 0.0990 0.0734 0.06
C 2.35229 -3.31144 2.12476 0.1108 -0.0213 0.0534 -0.22
C 2.76563 -4.71851 1.84926 -0.0891 -0.0252 -0.0392 0.02
C 2.29210 -0.14508 3.99502 0.0463 -0.0336 -0.0046 -0.54
C 1.98934 -0.63158 5.42230 0.0441 -0.0406 -0.0096 -0.02
C 1.42088 1.05772 3.71244 -0.0098 0.0539 0.0508 -0.05
C 3.77141 0.27158 3.89140 0.0131 -0.0056 -0.0207 -0.01
C -3.65168 -0.88130 -0.11566 0.0542 0.1396 -0.0185 -0.53
C -3.28126 0.58467 -0.22401 -0.0291 -0.2204 -0.0989 -0.06
C -4.32408 -1.27077 -1.44470 -0.0466 -0.0946 -0.0985 -0.02
C -4.65990 -1.06193 1.02644 -0.0585 -0.0529 -0.0546 -0.01
H -2.10172 -5.83598 -0.10031 0.0082 -0.0014 0.0080 0.10
H -0.62868 -5.50486 -1.01348 -0.0478 0.0140 0.0665 0.10
H -0.56834 -5.61806 0.74871 -0.0470 0.0316 -0.0314 0.09
H -3.66187 -3.69219 -0.05438 0.1234 0.0625 0.0004 0.13
H 1.23216 -4.15668 -0.26243 0.0658 0.1171 0.0652 0.13
H 2.66858 -1.43108 -4.11237 -0.0839 -0.0141 0.0828 0.14
H 3.70774 -3.67937 -3.10076 0.0234 -0.0157 0.0052 0.10
H 3.55192 -3.92500 -1.35131 -0.0281 0.0362 -0.0567 0.08
H 2.33770 -4.57594 -2.45237 0.0177 0.0576 0.0201 0.11
H 2.74220 1.94104 -3.22487 -0.0523 -0.0294 -0.1276 0.08
H 2.55386 0.92968 -4.67054 -0.0137 0.0476 0.0427 0.10
H 1.62119 2.41406 -4.50971 0.0466 -0.0220 0.0171 0.11
H 0.82343 1.93373 -1.41633 -0.2671 0.0240 -0.2213 0.03
H -0.09826 2.65706 -2.72723 -0.0426 -0.0909 -0.0138 0.10
H -0.74586 1.23145 -1.92862 -0.2420 0.0071 0.1543 0.07
H 0.33553 -0.14540 -5.17912 -0.0333 0.0235 0.0694 0.10
H -0.91249 -0.28813 -3.93546 0.0002 0.0650 0.0037 0.09
H -0.65428 1.25934 -4.76777 0.0310 -0.0409 0.0094 0.10
H 3.31492 -2.80958 4.03658 -0.1407 0.0271 -0.0751 0.14
H 3.43169 -5.05939 2.63801 0.0159 0.0129 -0.0158 0.10
H 1.89980 -5.38385 1.82930 0.0495 0.0523 0.0019 0.10
H 3.27879 -4.81704 0.89155 -0.0135 0.0248 0.0618 0.08
H 0.96172 -0.99484 5.49980 0.0602 0.0234 0.0054 0.10
H 2.65814 -1.43537 5.73066 -0.0207 0.0515 0.0054 0.09
H 2.11759 0.19658 6.12300 -0.0060 -0.0501 -0.0379 0.10
H 0.40363 0.85517 4.02579 -0.3575 0.0750 -0.0931 0.08
H 1.77878 1.92368 4.27369 -0.0457 -0.0222 -0.0426 0.11
H 1.45108 1.32025 2.65569 -0.0214 0.1077 -0.0796 0.02
H 4.43992 -0.58626 3.97578 -0.0204 0.0628 -0.0097 0.09
H 3.97218 0.77873 2.93779 0.0002 -0.0718 0.0728 0.08
H 4.01641 0.96712 4.69770 -0.0413 -0.0155 -0.0826 0.10
H -2.60479 0.75835 -1.05845 0.1379 0.1034 -0.0935 0.07
H -4.18126 1.17320 -0.40687 0.0375 -0.0146 0.0008 0.10
H -2.84307 0.94185 0.69414 0.1874 0.1532 0.3292 0.03
H -3.61503 -1.21497 -2.27563 -0.0444 -0.0077 0.0405 0.09
H -4.73423 -2.28107 -1.41644 0.0257 0.0956 -0.0169 0.09
H -5.14721 -0.58282 -1.65057 0.0376 -0.0389 0.0199 0.10
H -4.26160 -0.69216 1.97025 0.0504 0.0088 0.1095 0.08
H -5.56944 -0.50065 0.79820 0.0543 -0.0343 0.0303 0.10
H -4.93701 -2.10896 1.15840 0.0029 0.0835 -0.0006 0.09
O -0.31633 1.58470 0.89623 -0.2865 0.5534 0.3798 -0.52
P -1.02536 2.96832 1.38598 -0.3045 0.4341 0.0294 1.02
C -1.94330 2.64710 2.88862 0.2695 -0.2780 -0.1028 -0.30
C -2.37585 3.74580 3.63404 0.0300 0.1133 0.0320 -0.06
C -3.14420 3.54738 4.76966 -0.0336 0.0934 0.0150 -0.03
C -3.49201 2.26211 5.16237 0.0055 -0.0596 -0.0186 -0.02
C -3.05449 1.16644 4.42739 -0.0534 -0.0324 0.0662 -0.04
C -2.28058 1.35518 3.29564 0.1584 0.0141 -0.0290 -0.10
C 0.27308 4.18256 1.57793 0.0581 -0.2327 -0.1199 -0.28
C 1.61405 3.84578 1.42223 -0.1163 0.0605 0.2007 -0.10
C 2.59149 4.82586 1.48853 -0.0169 -0.0106 -0.0089 -0.04
C 2.22935 6.14285 1.73919 0.0735 -0.0136 0.0086 -0.02
C 0.89128 6.48246 1.89714 -0.0225 0.0395 0.0249 -0.02
C -0.09296 5.51370 1.79449 -0.0183 0.0665 -0.0735 -0.06
C -2.11099 3.61578 0.14127 0.1214 0.0058 0.2014 -0.31
C -3.47863 3.72689 0.40618 0.0083 -0.0108 -0.0756 -0.07
C -4.27995 4.45589 -0.45762 -0.0171 0.0226 -0.0432 -0.03
C -3.72165 5.07090 -1.57205 -0.0586 -0.0410 0.0430 -0.02
C -2.36367 4.93599 -1.85034 0.0271 -0.0002 -0.0788 -0.03
C -1.55220 4.22006 -0.99200 -0.0287 0.0153 0.0233 -0.08
H -2.11894 4.75692 3.34531 -0.0324 -0.0660 0.0394 0.10
H -3.47199 4.40333 5.34793 0.0167 -0.0699 -0.0459 0.13
H -4.09988 2.11160 6.04593 0.0334 0.0123 -0.0321 0.13
H -3.31609 0.16253 4.73919 0.0211 0.0502 -0.0086 0.12
H -1.91562 0.49073 2.75725 -0.0456 -0.0855 -0.1128 0.09
H 1.88243 2.81733 1.25434 -0.0091 0.0620 0.1312 0.04
H 3.63420 4.56794 1.34454 -0.0300 0.0311 0.0542 0.12
H 2.99194 6.90947 1.80665 -0.0509 -0.0370 -0.0141 0.13
H 0.61343 7.51140 2.08579 -0.0015 -0.0312 -0.0289 0.13
H -1.13445 5.80797 1.84966 0.0577 0.0044 -0.0289 0.11
H -3.91350 3.25692 1.27963 0.0219 0.0488 -0.0048 0.12
H -5.33809 4.55308 -0.25254 0.0273 0.0284 -0.0135 0.13
H -4.34681 5.67123 -2.22196 0.0265 -0.0651 -0.0037 0.13
H -1.93976 5.41160 -2.72610 -0.0240 0.0012 0.0435 0.12
H -0.48713 4.14333 -1.18746 -0.1043 0.1427 0.0988 0.10
C 4.72553 -0.41655 0.03421 0.4047 -0.0868 -0.0289 0.05
O 3.29590 -0.48054 0.30976 0.3434 -0.4943 0.2189 -0.08
C 2.50086 0.49104 0.14229 0.2896 0.3410 -0.3135 -0.29
C 3.11120 1.72241 -0.41547 -0.0034 0.3740 -0.2310 -0.04
H 4.90170 -0.32670 -1.03566 -0.1240 -0.0130 -0.0260 0.11
H 5.12851 -1.35344 0.39819 -0.0781 -0.0683 0.0414 0.12
H 5.18380 0.41329 0.56645 -0.0991 0.0241 0.0464 0.11
H 3.75516 2.20508 0.32921 -0.0235 -0.0820 0.0061 0.11
H 2.37564 2.44068 -0.76405 0.2503 0.0275 0.1571 0.07
H 3.75981 1.45059 -1.25380 -0.0489 0.0076 0.0158 0.10
```
Positions in Å, forces in eV/Å.

Its charge is +3. For the largest force on an atom, the calculation gives 1.68 eV Å⁻¹. For the orbital gap (alpha / beta), the calculation gives 6.7 / 6.4 eV. For the molar mass, the calculation gives 855.75 Da.